{"formula": "C4H12N3", "method": "ωB97M-V/def2-TZVPD", "species": ["N", "C", "C", "N", "C", "C", "N", "H", "H", "H", "H", "H", "H", "H", "H", "H", "H", "H", "H"], "xyz": [[-1.4198, 1.8089, 1.8473], [-1.2725, 1.2594, 0.5508], [-0.5470, 0.1780, 0.3519], [-0.3274, -0.6901, 1.5453], [-0.1127, -0.4433, -0.9335], [1.4332, -0.4172, -1.0769], [1.7831, -1.1334, -2.2307], [-2.3488, 2.1799, 1.9801], [-0.7161, 2.4934, 2.0907], [-1.7435, 1.8126, -0.2526], [0.6217, -1.0642, 1.5355], [-0.4777, -0.1584, 2.4127], [-1.0311, -1.4308, 1.5525], [-0.5050, 0.1922, -1.7213], [-0.4861, -1.4733, -0.9638], [1.5905, 0.6488, -1.1899], [1.7907, -0.8377, -0.1268], [2.5308, -0.9907, -2.8802], [1.2377, -1.9342, -2.4910]], "forces_ev_per_a": [[-0.42, -0.85, 0.30], [0.18, 1.22, 0.41], [-0.51, -0.90, -0.24], [0.33, 0.60, 0.21], [0.04, 0.31, 0.47], [-1.66, 0.10, 0.03], [-0.10, -1.03, -0.99], [0.06, 0.28, 0.19], [-0.06, 0.08, -0.12], [0.34, -0.15, -0.43], [-0.08, -0.30, 0.16], [-0.01, 0.30, -0.15], [0.26, -0.28, -0.17], [-0.34, -0.40, -0.30], [-0.07, 0.07, -0.39], [0.97, 0.12, 0.32], [0.84, 0.26, 0.03], [0.32, 0.62, 0.48], [-0.09, -0.05, 0.21]], "charge": 1, "multiplicity": 1, "e_homo_ev": -12.31, "smiles": "N/C=C(\\[NH3+])CCN", "homo_lumo_gap_ev": 8.8488}

{"formula": "CClF3O2S", "method": "ωB97M-V/def2-TZVPD", "species": ["C", "O", "O", "F", "F", "F", "S", "Cl"], "xyz": [[0.7649, 0.6495, 0.0262], [-0.5731, -1.4474, 1.4355], [-0.1718, -1.5914, -1.0183], [0.3475, 1.3615, -0.9509], [1.9592, -0.0285, -0.2603], [0.8873, 1.4723, 1.1057], [-0.4972, -0.9028, 0.1542], [-2.7168, 0.4867, -0.4921]], "forces_ev_per_a": [[1.20, -0.58, 1.37], [-0.40, -0.52, 1.49], [-0.11, -0.99, -1.16], [0.11, 0.11, -0.98], [-2.21, 1.72, 0.76], [-0.04, -2.07, -1.27], [-0.88, 3.76, -1.02], [2.32, -1.43, 0.82]], "charge": 0, "multiplicity": 1, "e_homo_ev": [-11.24, -11.24], "homo_lumo_gap_ev": [7.9762, 7.9791]}

{"formula": "C37H35CaN6O3P2S", "method": "ωB97M-V/def2-TZVPD", "species": ["Ca", "C", "N", "P", "C", "C", "C", "C", "C", "C", "C", "C", "C", "C", "C", "C", "P", "C", "C", "C", "C", "C", "C", "C", "C", "C", "C", "C", "C", "H", "H", "H", "H", "H", "H", "H", "H", "H", "H", "H", "H", "H", "H", "H", "H", "H", "H", "H", "H", "H", "H", "H", "C", "N", "C", "C", "N", "H", "H", "H", "H", "H", "H", "O", "S", "O", "O", "C", "N", "C", "C", "C", "N", "C", "C", "C", "N", "C", "C", "H", "H", "H", "H", "H", "H"], "xyz": [[-0.8225, -0.6850, -1.2559], [1.1634, 1.4094, 1.4354], [-0.1212, 1.7389, 0.7622], [-1.4346, 0.6044, 1.0043], [-0.9838, -0.3029, 2.5075], [-0.9181, 0.2980, 3.7638], [-0.5054, -0.4407, 4.8589], [-0.1614, -1.7789, 4.7107], [-0.2521, -2.3906, 3.4705], [-0.6653, -1.6543, 2.3711], [-2.8205, 1.6520, 1.5279], [-2.6470, 2.8656, 2.1840], [-3.7553, 3.5926, 2.5884], [-5.0352, 3.1177, 2.3363], [-5.2111, 1.9032, 1.6885], [-4.1054, 1.1722, 1.2833], [0.0568, 1.8919, -0.9756], [-1.5626, 2.6521, -1.3841], [-1.9512, 3.8883, -0.8749], [-3.2032, 4.4011, -1.1671], [-4.0815, 3.6853, -1.9701], [-3.6973, 2.4679, -2.5073], [-2.4391, 1.9617, -2.2202], [1.2347, 3.2540, -1.1754], [1.9969, 3.2402, -2.3428], [2.9010, 4.2604, -2.5942], [3.0495, 5.2897, -1.6780], [2.2977, 5.3020, -0.5098], [1.3948, 4.2847, -0.2518], [1.0800, 1.6047, 2.5015], [1.9475, 2.0527, 1.0418], [1.4776, 0.3683, 1.3089], [-1.1882, 1.3403, 3.8787], [-0.4434, 0.0285, 5.8316], [0.1815, -2.3457, 5.5654], [0.0071, -3.4353, 3.3624], [-0.7415, -2.1367, 1.4000], [-1.6500, 3.2454, 2.3723], [-3.6210, 4.5355, 3.1030], [-5.8973, 3.6973, 2.6386], [-6.2093, 1.5289, 1.5026], [-4.2353, 0.2217, 0.7760], [-1.2752, 4.4474, -0.2445], [-3.4998, 5.3603, -0.7640], [-5.0648, 4.0824, -2.1849], [-4.3739, 1.9206, -3.1506], [-2.1335, 1.0256, -2.6769], [1.8775, 2.4286, -3.0519], [3.4962, 4.2499, -3.4975], [3.7643, 6.0797, -1.8653], [2.4183, 6.1053, 0.2047], [0.8318, 4.2829, 0.6736], [-1.6867, -4.2063, -5.1351], [-2.3247, -2.9086, -4.8981], [-3.0884, -2.2999, -5.9880], [-2.1904, -2.3113, -3.7588], [-2.0848, -1.7862, -2.7238], [-2.4406, -4.9395, -5.4202], [-1.1876, -4.5440, -4.2309], [-0.9523, -4.1185, -5.9358], [-3.9420, -2.9289, -6.2400], [-2.4523, -2.1936, -6.8664], [-3.4489, -1.3195, -5.6889], [6.0079, -1.0190, 2.9194], [5.8547, -2.1881, 3.7610], [7.0310, -2.6091, 4.4732], [4.6054, -2.2275, 4.5157], [5.4125, -3.5398, 2.5858], [5.8168, -4.7976, 2.7353], [5.2101, -5.7112, 1.9858], [4.2681, -5.3836, 1.0177], [3.9640, -4.0333, 0.9019], [4.5059, -3.1276, 1.7101], [2.9635, -3.4349, 0.0176], [3.0961, -2.0764, -0.2941], [2.0648, -1.4291, -0.9193], [0.9069, -2.0338, -1.2643], [0.8112, -3.3527, -1.0173], [1.8020, -4.0847, -0.4058], [5.4912, -6.7427, 2.1674], [3.8422, -6.1320, 0.3617], [3.9898, -1.5522, 0.0185], [2.1395, -0.3740, -1.1660], [-0.1159, -3.8262, -1.3271], [1.6613, -5.1375, -0.2023]], "forces_ev_per_a": [[-0.51, 0.12, -0.50], [0.07, 0.07, 0.10], [0.19, -0.38, -0.37], [-0.41, 0.84, 1.85], [-0.03, -0.08, -0.25], [-0.02, -0.04, -0.03], [0.00, 0.07, 0.01], [0.01, -0.04, 0.00], [0.04, -0.09, -0.01], [0.04, 0.17, 0.06], [-0.04, -0.18, -0.17], [0.01, 0.01, 0.03], [0.02, 0.07, 0.04], [0.00, -0.03, -0.05], [-0.06, 0.01, 0.02], [0.10, 0.03, -0.03], [-0.04, 1.46, 0.25], [0.15, -0.11, -0.13], [-0.07, -0.02, 0.03], [0.03, 0.01, 0.05], [-0.04, -0.01, -0.02], [-0.08, -0.07, -0.06], [0.12, 0.10, 0.19], [0.09, -0.33, -0.19], [-0.06, 0.01, 0.08], [0.03, 0.04, -0.05], [0.02, 0.01, 0.01], [-0.02, 0.02, 0.02], [-0.05, -0.01, 0.03], [-0.02, -0.03, -0.01], [0.00, 0.00, -0.02], [-0.03, 0.02, 0.01], [0.00, -0.01, 0.05], [0.01, -0.01, 0.00], [0.01, 0.01, -0.01], [0.01, 0.01, 0.00], [0.03, -0.06, 0.01], [0.02, 0.00, -0.05], [0.00, -0.01, -0.01], [0.01, -0.01, 0.04], [0.02, 0.00, -0.02], [-0.06, 0.02, -0.01], [0.01, 0.03, 0.04], [0.00, 0.00, 0.01], [0.01, 0.01, -0.01], [0.01, 0.00, 0.01], [-0.04, -0.08, -0.16], [0.05, 0.01, -0.02], [-0.01, -0.02, 0.00], [-0.01, 0.00, -0.01], [0.03, -0.02, 0.01], [-0.01, -0.01, 0.00], [0.08, -0.14, -0.04], [0.05, -0.03, 0.02], [-0.13, 0.08, -0.14], [-0.14, 0.02, 0.14], [-0.49, -0.55, -0.98], [-0.03, 0.04, 0.02], [-0.01, 0.02, 0.01], [-0.02, 0.04, 0.01], [0.02, -0.02, 0.04], [0.03, 0.00, 0.04], [0.02, -0.01, 0.03], [0.00, -0.04, -0.12], [-0.27, -0.28, 0.09], [0.03, -0.10, -0.07], [0.10, 0.10, 0.03], [0.10, 0.55, 0.42], [-0.15, -0.17, 0.14], [0.14, 0.21, -0.03], [-0.13, 0.06, -0.29], [0.53, -0.25, 0.74], [-0.07, -0.19, -0.59], [-0.61, 0.31, -0.33], [0.18, -0.11, 0.11], [-0.15, 0.00, -0.23], [1.22, -1.02, 0.19], [-0.11, 0.10, -0.23], [0.32, -0.07, 0.12], [0.05, -0.01, -0.11], [-0.04, -0.04, 0.10], [-0.04, 0.03, 0.03], [0.04, 0.01, 0.05], [0.00, -0.02, 0.07], [-0.07, 0.01, 0.00]], "charge": 1, "multiplicity": 1, "e_homo_ev": -8.92, "homo_lumo_gap_ev": 5.7104}

{"formula": "C22H26GeIN4O5SeW", "method": "ωB97M-V/def2-TZVPD", "species": ["W", "O", "C", "O", "C", "C", "C", "N", "C", "C", "C", "O", "O", "H", "H", "H", "Se", "C", "C", "C", "N", "C", "C", "H", "H", "H", "H", "C", "O", "C", "C", "H", "H", "H", "H", "H", "H", "C", "Ge", "C", "C", "C", "H", "H", "H", "H", "H", "H", "H", "H", "H", "H", "I", "C", "C", "N", "N", "C", "H", "H", "H"], "xyz": [[0.6018, -0.1358, -0.1765], [3.3776, -1.8223, 6.2336], [2.1565, -1.6937, 6.0542], [1.1970, -1.8448, 6.8305], [1.7529, -1.2762, 4.6105], [0.4267, -1.0093, 4.2905], [0.0835, -0.6769, 2.9950], [0.9953, -0.5904, 2.0212], [2.2796, -0.8306, 2.3234], [2.6971, -1.1815, 3.5911], [3.2039, -0.7306, 1.1359], [4.3294, -1.1708, 1.1455], [2.6306, -0.1548, 0.1053], [-0.3153, -1.0881, 5.0729], [-0.9407, -0.4880, 2.6973], [3.7367, -1.3886, 3.8026], [0.0955, 2.1271, 0.8173], [-0.0228, 3.5671, -0.4292], [-0.7263, 4.7070, -0.0411], [-0.8293, 5.7702, -0.9214], [-0.2917, 5.7870, -2.1389], [0.3858, 4.6990, -2.4951], [0.5509, 3.5821, -1.6933], [-1.1979, 4.7610, 0.9315], [-1.3813, 6.6570, -0.6282], [0.8275, 4.7158, -3.4865], [1.1150, 2.7306, -2.0493], [-0.9597, -0.9690, -3.2897], [0.3400, -0.4011, -3.2973], [0.9349, 0.0945, -2.1506], [2.2579, 0.6422, -2.6475], [-1.7001, -0.2166, -3.0163], [-1.0254, -1.8073, -2.5953], [-1.1343, -1.3000, -4.3133], [2.7975, -0.1306, -3.2051], [2.8880, 1.0077, -1.8439], [2.0520, 1.4509, -3.3567], [-2.6522, 1.7246, -1.3810], [-2.7038, 0.1056, -0.2681], [-4.0514, -1.0738, -1.1007], [-3.3716, 0.5554, 1.5175], [-1.0748, -1.0111, -0.1237], [-3.3979, 1.6360, -2.1735], [-1.6758, 1.9013, -1.8278], [-2.8945, 2.5978, -0.7755], [-5.0247, -0.5851, -1.0375], [-4.1210, -2.0410, -0.6050], [-3.8280, -1.2432, -2.1539], [-4.3459, 1.0360, 1.4208], [-2.6939, 1.2429, 2.0213], [-3.4898, -0.3380, 2.1303], [-1.3727, -2.0424, 0.0750], [1.8794, -6.4179, 0.4861], [1.5986, -4.5410, -0.2932], [1.6432, -4.1742, -1.6184], [1.4206, -2.8507, -1.6567], [1.2355, -2.3413, -0.4349], [1.3374, -3.3555, 0.4104], [1.8265, -4.7447, -2.5111], [1.3383, -2.2333, -2.4544], [1.2297, -3.1985, 1.4706]], "forces_ev_per_a": [[-0.02, -0.25, -0.41], [0.06, 0.00, -0.10], [0.01, 0.01, 0.07], [-0.11, 0.02, -0.04], [0.04, -0.02, -0.03], [0.01, -0.04, 0.02], [-0.05, -0.05, 0.04], [0.03, 0.18, 0.03], [0.07, -0.06, 0.04], [-0.05, -0.02, 0.01], [0.09, -0.12, 0.09], [-0.04, 0.17, 0.06], [0.04, -0.13, -0.10], [-0.01, 0.00, 0.02], [0.02, 0.02, 0.02], [0.01, 0.00, -0.02], [0.08, 0.10, 0.00], [-0.11, 0.14, -0.01], [0.05, -0.09, -0.02], [-0.02, 0.00, 0.05], [-0.02, 0.07, -0.04], [0.05, -0.04, -0.06], [0.06, -0.15, 0.05], [0.01, -0.01, 0.02], [-0.01, 0.03, -0.01], [0.01, 0.01, -0.01], [-0.09, 0.12, 0.06], [0.01, 0.19, 0.09], [0.30, 0.13, 0.15], [-0.18, -0.05, 0.05], [-0.13, -0.01, -0.09], [-0.03, -0.06, 0.03], [-0.07, 0.00, 0.02], [-0.02, -0.01, 0.05], [0.02, -0.01, 0.05], [-0.01, 0.01, 0.01], [0.05, -0.06, -0.01], [-0.01, -0.06, 0.01], [0.04, -0.07, 0.03], [0.02, 0.06, 0.02], [0.03, 0.00, -0.01], [-0.02, 0.06, -0.08], [-0.02, 0.01, -0.02], [-0.01, -0.06, -0.01], [0.00, 0.01, 0.02], [-0.06, 0.00, -0.02], [0.03, -0.03, 0.06], [0.02, -0.01, -0.05], [-0.04, 0.03, 0.01], [0.02, 0.02, 0.00], [0.00, -0.05, 0.00], [-0.02, 0.06, -0.06], [0.01, -0.08, 0.03], [0.00, 0.09, -0.05], [0.02, 0.00, -0.01], [0.02, 0.05, 0.03], [-0.18, -0.04, 0.02], [0.06, 0.06, -0.04], [0.00, -0.03, -0.02], [0.05, -0.02, 0.04], [-0.01, -0.03, 0.03]], "charge": -1, "multiplicity": 1, "e_homo_ev": -5.50, "homo_lumo_gap_ev": 7.3740}

Energy values, unit eV, following the record order: -8805.4628; -36639.2295; -101865.9204; -171224.1756.